# C4H5NO

The molecule C4H5NO at a distorted geometry (ωB97M-V/def2-TZVPD, the Open Molecules 2025 dataset).

Positions of all 11 atoms, in Å:
O (-1.8426, 0.3396, 0.8760)
C (-0.4786, -0.0260, 1.0378)
C (0.2604, 1.0301, 0.5198)
C (0.9200, 0.5987, -0.6279)
C (0.7225, -0.7764, -0.7007)
N (-0.0939, -1.1673, 0.3061)
H (-1.8740, 0.3634, -0.1048)
H (0.0899, 2.0337, 0.8861)
H (1.3831, 1.2232, -1.3757)
H (1.1308, -1.4875, -1.4039)
H (-0.2177, -2.1314, 0.5872)

Results
2S+1   1
SMILES   Oc1ccc[nH]1
ΔE to the lowest compared entry with this formula, charge and spin   57.8 kcal per mole
Molecular weight   83.09 g/mol
LUMO energy (spin up / spin down)   0.48 / 0.48 eV
E_tot   -285.32253 a.u.

The net atomic charges from natural (NBO), expressed in e, are: -0.698 0.244 -0.196 -0.354 -0.003 -0.535 0.457 0.223 0.228 0.214 0.419